# C4H13NO

A cluster of 2 separate species, C4H13NO in total at a distorted geometry (ωB97M-V/def2-TZVPD, the Open Molecules 2025 dataset).

Summary:
- DFT total energy: -7895.4039 eV
- HOMO level: -9.506 eV
- SMILES: CCOCC.N
- ΔE to the lowest compared entry with this formula, charge and spin: 121.28 kJ/mol
- Maximum force: 2.4 eV Å⁻¹

CARTESIAN COORDINATES (ANGSTROEM)
C: -0.35 -0.78 3.41
C: 0.48 -0.48 2.19
N: -1.93 -0.58 -5.60
H: -1.43 -0.75 3.21
H: -0.24 0.04 4.12
H: -0.12 -1.74 3.86
H: 1.54 -0.61 2.46
H: 0.23 -1.21 1.41
H: -2.22 0.35 -5.86
H: -1.27 -0.61 -4.83
H: -2.75 -1.03 -5.20
C: 0.94 1.38 0.64
O: 0.24 0.80 1.71
C: 1.02 0.51 -0.63
H: 0.60 2.40 0.57
H: 1.96 1.47 1.05
H: 1.91 -0.10 -0.49
H: 0.22 -0.22 -0.53
H: 1.17 1.16 -1.48